Density functional theory data (wB97M-V/def2-TZVPD) for a molecular structure, C47H38N4O7PSV.

Each line ends with the Löwdin charge.
Atoms and positions in Å:
V 0.303 1.359 -0.166  0.614
C -2.216 2.094 5.474  -0.098
C -1.365 2.799 4.633  -0.073
C -1.285 2.476 3.289  -0.081
C -2.064 1.444 2.767  -0.319
C -2.921 0.747 3.612  -0.085
C -2.994 1.068 4.961  -0.092
P -1.963 1.166 0.955  1.108
C -3.126 -0.233 0.723  -0.354
C -4.287 -0.166 -0.044  -0.081
C -5.114 -1.275 -0.171  -0.094
C -4.789 -2.467 0.459  -0.105
C -3.619 -2.552 1.203  -0.089
C -2.792 -1.447 1.328  -0.119
C -2.845 2.648 0.372  -0.306
C -4.110 2.981 0.784  -0.104
C -4.724 4.154 0.306  -0.092
C -4.052 4.966 -0.565  -0.048
C -2.733 4.668 -0.980  -0.181
C -2.022 5.515 -1.862  -0.071
C -0.744 5.191 -2.217  -0.097
C -0.116 4.034 -1.699  -0.145
C -0.732 3.162 -0.822  -0.161
C -2.092 3.495 -0.492  -0.198
H -2.268 2.340 6.527  0.094
H -0.747 3.595 5.027  0.102
H -0.604 3.013 2.643  0.107
H -3.538 -0.054 3.224  0.092
H -3.660 0.512 5.609  0.095
H -4.545 0.754 -0.549  0.102
H -6.011 -1.206 -0.774  0.101
H -5.436 -3.330 0.360  0.098
H -3.342 -3.482 1.684  0.100
H -1.881 -1.524 1.913  0.111
H -4.641 2.346 1.485  0.106
H -5.727 4.407 0.631  0.093
H -4.522 5.869 -0.943  0.103
H -2.505 6.408 -2.244  0.097
H -0.196 5.832 -2.900  0.093
H 0.902 3.836 -2.019  0.043
C 6.332 -0.480 -2.390  -0.020
C 5.796 0.598 -1.527  -0.375
N 6.452 1.245 -0.616  0.113
N 5.524 2.108 -0.102  0.021
C 4.311 2.030 -0.686  -0.767
S 2.935 2.904 -0.347  0.716
N 4.509 1.052 -1.623  -0.087
N 3.543 0.481 -2.449  0.140
H 7.351 -0.704 -2.083  0.081
H 6.326 -0.181 -3.438  0.082
H 5.710 -1.371 -2.304  0.073
H 5.743 2.696 0.682  0.143
H 2.621 0.734 -2.075  0.029
H 3.557 0.926 -3.365  0.103
O 1.756 -0.276 0.095  -0.118
C 1.928 -0.821 1.401  -0.285
C 1.372 0.280 2.379  -0.577
O 1.311 -0.018 3.568  0.037
O 1.042 1.371 1.834  -0.139
C 3.417 -1.086 1.642  -0.107
C 4.216 -1.495 0.575  -0.020
C 5.559 -1.785 0.764  -0.092
C 6.131 -1.665 2.022  -0.095
C 5.344 -1.254 3.085  -0.077
C 3.998 -0.970 2.901  -0.016
C 1.131 -2.114 1.530  -0.112
C 0.357 -2.594 0.478  -0.023
C -0.339 -3.793 0.593  -0.089
C -0.282 -4.519 1.769  -0.103
C 0.476 -4.037 2.832  -0.074
C 1.180 -2.851 2.713  -0.012
H 1.810 -0.945 -0.598  0.091
H 3.804 -1.577 -0.424  0.109
H 6.164 -2.101 -0.076  0.090
H 7.182 -1.883 2.166  0.096
H 5.779 -1.146 4.072  0.099
H 3.388 -0.640 3.731  0.107
H 0.245 -2.030 -0.440  0.097
H -0.940 -4.136 -0.240  0.104
H -0.825 -5.451 1.863  0.097
H 0.520 -4.590 3.761  0.099
H 1.755 -2.475 3.547  0.112
O 1.240 0.458 -4.248  0.020
C 0.513 0.226 -3.280  -0.580
O 0.666 0.744 -2.120  -0.174
C -0.601 -0.787 -3.436  -0.109
C -1.417 -1.134 -2.369  -0.021
C -2.389 -2.135 -2.475  0.030
C -2.506 -2.743 -3.698  -0.208
O -3.348 -3.767 -4.066  0.021
C -3.198 -3.883 -5.476  -0.157
O -2.018 -3.189 -5.854  0.021
C -1.705 -2.392 -4.771  -0.200
C -0.739 -1.429 -4.676  0.074
H -1.295 -0.614 -1.428  0.075
H -3.014 -2.409 -1.637  0.099
H -4.065 -3.432 -5.973  0.133
H -3.100 -4.936 -5.743  0.132
H -0.090 -1.156 -5.495  0.128

Computed properties:
charge	-1
ΔE to the lowest compared entry with this formula, charge and spin	94.4	kJ/mol
multiplicity	4
orbital gap (spin up / spin down)	6.486 / 7.532	eV
HOMO (spin up / spin down)	-4.06 / -5.11	eV
max |F|	0.55	eV Å⁻¹
LUMO level (spin up / spin down)	2.42 / 2.42	eV
E	-4243.257122	Eh